Record 1
{
  "formula": "C2H4O2",
  "method": "the ωB97M-V functional and the def2-TZVPD basis",
  "homo_lumo_gap_ev": 10.31,
  "de_lowest_ev": 2.5516,
  "homo_ev": -9.8,
  "e_lumo_ev": 0.49,
  "elements": ["O", "C", "H", "H", "O", "C", "H", "H"],
  "positions_angstrom": [[-0.49815, -1.06729, 0.21513], [0.26162, -1.95272, -0.04302], [0.63524, -2.54669, 0.85558], [0.74478, -2.21128, -0.99363], [-0.56593, 2.74070, -0.81884], [-0.30519, 1.91730, 0.01769], [-0.75756, 1.90406, 1.04164], [0.48518, 1.21592, -0.27455]],
  "forces_ev_per_a": [[-0.4, 0.3, -1.0], [1.0, -0.7, 2.4], [-0.2, 0.0, -1.0], [-0.4, 0.3, -0.5], [-0.7, 0.3, 0.4], [0.6, 0.5, -0.5], [0.1, -0.2, -0.6], [0.0, -0.5, 0.7]]
}

---

Record 2
{
  "formula": "C2H4O2PS",
  "method": "the ωB97M-V functional and the def2-TZVPD basis",
  "charge": -1,
  "homo_lumo_gap_ev": 6.06,
  "de_lowest_ev": 2.3641,
  "homo_ev": -2.3,
  "e_lumo_ev": 3.72,
  "elements": ["C", "C", "O", "O", "P", "S", "H", "H", "H", "H"],
  "positions_angstrom": [[1.62055, 0.68038, 0.62664], [-0.57166, 0.85450, -0.57820], [1.20348, -1.46639, -1.17715], [-0.22485, -1.69111, 0.83157], [0.65255, -0.62058, -0.07049], [0.06630, 1.72205, 0.87984], [2.27450, 0.44831, 1.43351], [-0.19811, 1.35169, -1.57533], [-1.61115, 0.67621, -0.57289], [0.30725, -2.31800, 0.30746]],
  "forces_ev_per_a": [[-1.7, -0.9, -1.0], [2.9, -0.5, -1.0], [0.0, -0.5, 0.3], [0.7, 0.4, -0.4], [-0.2, 4.3, -1.5], [0.5, 0.1, 0.2], [0.4, 0.2, 1.0], [-0.7, -1.1, 1.9], [-1.2, -0.2, 0.0], [-0.7, -1.8, 0.4]]
}

---

Record 3
{
  "formula": "C2H4O2S",
  "method": "the ωB97M-V functional and the def2-TZVPD basis",
  "homo_lumo_gap_ev": 10.81,
  "de_lowest_ev": 3.0999,
  "homo_ev": -10.1,
  "e_lumo_ev": 0.69,
  "elements": ["C", "C", "O", "O", "S", "H", "H", "H", "H"],
  "positions_angstrom": [[0.53980, 0.06393, 0.78828], [0.56659, 0.06513, -0.77150], [-1.79083, -1.24703, -0.08662], [-1.67871, 1.24486, 0.02630], [-1.03835, 0.00418, -0.00870], [0.79070, -0.89485, 1.11774], [0.87984, 0.93708, 1.24544], [1.08242, 0.78087, -1.33985], [0.64853, -0.95417, -0.97109]],
  "forces_ev_per_a": [[-1.5, -0.8, -1.3], [-1.9, -1.2, 1.3], [1.4, 1.3, 0.2], [-1.9, 2.7, 0.2], [1.8, -1.5, -0.5], [0.9, -1.0, 1.2], [0.1, 1.1, 1.1], [0.1, 0.9, -0.7], [1.1, -1.4, -1.4]]
}

---

Record 4
{
  "formula": "C2H4O2S",
  "method": "the ωB97M-V functional and the def2-TZVPD basis",
  "homo_lumo_gap_ev": 9.78,
  "de_lowest_ev": 2.8438,
  "homo_ev": -9.6,
  "e_lumo_ev": 0.14,
  "elements": ["C", "C", "O", "O", "S", "H", "H", "H", "H"],
  "positions_angstrom": [[-1.16180, 1.61416, 0.04094], [1.02200, -1.37977, 0.51338], [0.75767, -0.95499, -1.86174], [-1.82035, 0.63950, -0.16471], [0.04850, -1.53193, -0.71962], [-1.49763, 2.61220, -0.08902], [-0.16378, 1.58692, 0.45388], [0.83939, -1.67456, 1.50892], [1.97601, -0.91153, 0.31797]],
  "forces_ev_per_a": [[0.3, -0.5, 0.5], [0.7, 0.2, 0.4], [-0.4, 0.1, -1.1], [-0.3, -0.2, -0.2], [0.3, 0.0, 0.0], [-0.9, 1.3, -0.5], [0.9, -0.5, 0.2], [-0.6, -0.5, 0.8], [0.1, 0.1, -0.1]]
}